{"formula": "C21H24F3N3O4", "method": "ωB97M-V/def2-TZVPD", "symbols": ["C", "C", "O", "C", "C", "C", "C", "N", "C", "O", "C", "N", "C", "C", "C", "O", "N", "C", "C", "C", "C", "F", "C", "F", "C", "F", "C", "C", "O", "C", "C", "H", "H", "H", "H", "H", "H", "H", "H", "H", "H", "H", "H", "H", "H", "H", "H", "H", "H", "H", "H", "H", "H", "H", "H"], "coordinates": [[-4.944, -0.331, -0.782], [-5.092, 0.701, 0.329], [-4.271, 0.425, 1.451], [-2.913, 0.485, 1.406], [-2.290, -0.143, 2.481], [-0.921, -0.135, 2.647], [-0.126, 0.498, 1.702], [1.270, 0.485, 1.886], [2.243, 0.894, 1.029], [2.036, 1.325, -0.085], [3.658, 0.772, 1.625], [4.736, 0.505, 0.698], [4.970, 1.542, -0.292], [4.752, -0.838, 0.145], [3.530, -1.151, -0.719], [3.464, -0.900, -1.896], [2.508, -1.713, 0.010], [1.193, -1.931, -0.374], [0.700, -1.678, -1.651], [-0.626, -1.925, -1.948], [-1.481, -2.422, -0.981], [-2.762, -2.678, -1.287], [-1.020, -2.671, 0.308], [-1.836, -3.150, 1.253], [0.311, -2.423, 0.593], [0.786, -2.658, 1.839], [-0.724, 1.125, 0.617], [-2.103, 1.147, 0.459], [-2.723, 1.812, -0.563], [-1.967, 2.481, -1.553], [-1.369, 1.541, -2.595], [-5.056, -1.335, -0.380], [-3.966, -0.251, -1.248], [-5.705, -0.165, -1.538], [-4.906, 1.708, -0.055], [-6.104, 0.660, 0.743], [-2.925, -0.640, 3.197], [-0.477, -0.629, 3.499], [1.553, 0.121, 2.785], [3.680, -0.003, 2.399], [3.877, 1.732, 2.107], [4.985, 2.505, 0.214], [4.215, 1.569, -1.080], [5.947, 1.367, -0.741], [4.835, -1.551, 0.973], [5.642, -0.919, -0.482], [2.701, -1.938, 0.977], [1.370, -1.286, -2.397], [-1.011, -1.741, -2.938], [-0.087, 1.617, -0.095], [-1.187, 3.100, -1.094], [-2.695, 3.143, -2.031], [-0.912, 2.127, -3.387], [-0.611, 0.897, -2.156], [-2.153, 0.920, -3.023]], "forces_ev_per_a": [[0.09, 0.20, 0.38], [-0.41, 0.01, -0.50], [0.15, 0.09, 0.18], [0.21, -0.07, 0.05], [-0.05, 0.17, -0.25], [0.10, 0.10, -0.12], [-0.38, 0.09, -0.09], [-0.05, -0.07, 0.41], [0.18, -0.15, 0.39], [0.03, 0.14, -0.15], [0.20, 0.16, -0.18], [-0.25, -0.12, 0.12], [0.02, 0.06, -0.22], [0.12, 0.14, -0.04], [0.11, -0.30, 0.39], [0.07, 0.12, -0.36], [0.33, -0.19, 0.49], [-0.58, -0.13, -0.13], [0.16, 0.04, 0.07], [-0.28, -0.18, 0.29], [0.17, 0.09, -0.07], [0.06, -0.03, 0.16], [-0.04, 0.01, -0.02], [0.16, 0.07, -0.18], [0.14, 0.04, -0.21], [-0.14, -0.02, -0.17], [0.11, 0.13, -0.12], [-0.26, -0.12, 0.13], [-0.09, -0.27, 0.42], [0.22, 0.13, -0.40], [-0.15, 0.13, 0.38], [-0.04, -0.10, 0.00], [0.08, -0.03, -0.09], [-0.09, 0.02, -0.12], [-0.10, -0.15, 0.13], [0.12, 0.04, -0.08], [-0.10, -0.06, 0.08], [0.06, -0.09, 0.10], [0.11, 0.08, -0.20], [-0.06, 0.05, 0.05], [-0.08, -0.08, 0.06], [0.02, 0.09, 0.00], [0.08, 0.07, 0.03], [0.06, 0.05, -0.03], [-0.01, -0.04, -0.05], [-0.11, -0.11, 0.02], [0.04, 0.06, -0.23], [-0.01, -0.01, -0.01], [-0.08, 0.01, -0.10], [-0.01, 0.02, -0.07], [-0.10, -0.01, -0.01], [0.16, -0.02, 0.09], [0.08, 0.06, -0.11], [0.07, -0.05, -0.02], [-0.06, -0.06, -0.07]], "lowdin_charge": [-0.06, -0.23, -0.03, -0.19, 0.00, -0.04, -0.23, 0.14, -0.45, 0.08, -0.11, -0.20, -0.08, -0.10, -0.44, 0.09, 0.14, -0.16, 0.01, 0.00, -0.20, 0.09, -0.14, 0.12, -0.14, 0.09, 0.06, -0.17, -0.07, -0.23, -0.05, 0.08, 0.05, 0.08, 0.11, 0.12, 0.13, 0.11, 0.14, 0.12, 0.13, 0.09, 0.08, 0.09, 0.12, 0.13, 0.14, 0.11, 0.13, 0.09, 0.12, 0.13, 0.08, 0.05, 0.08], "homo_energy_ev": -7.70, "relative_energy_kj_mol": 94.1, "lumo_ev": 0.43, "orbital_gap_ev": 8.13, "total_energy_ev": -42979.0845, "charge": 0}